[1]
Here is C55H75BN13O3SSiTi as an isolated structure at a distorted geometry from the OMol25 dataset. Energies are from wB97M-V/def2-TZVPD.

Frontier orbital gap (spin up / spin down) (eV): 4.48 / 6.39
Energy (eV): -126273.4906
HOMO (spin up / spin down) (eV): -2.234 / -4.149
Lowest unoccupied orbital energy (spin up / spin down) (eV): 2.24 / 2.24
Multiplicity: 3
Charge: -1
Relative energy (zero: lowest compared OMol25 entry of this formula, charge and spin) (kJ/mol): 368.67

Element x y z (Å)
Ti -0.3827 0.3920 -0.5322
C 3.0371 -2.6984 -1.8960
C 1.8209 -2.1011 -2.6135
C 1.7110 -2.6774 -4.0283
C 1.9841 -0.6112 -2.6130
C 2.8313 0.0962 -3.4731
C 2.7817 1.3931 -3.0151
N 1.9616 1.4416 -1.9579
N 1.4637 0.2248 -1.7043
B 1.7454 2.7375 -1.1200
N 0.4354 3.4098 -1.4666
C 0.3503 4.6906 -1.8602
C -0.9768 4.9905 -2.0477
C -1.6517 3.7988 -1.7356
N -0.7759 2.8550 -1.3824
C -3.1377 3.6186 -1.7930
C -3.7246 4.1472 -3.1049
C -3.7969 4.3121 -0.6005
N 1.8390 2.4358 0.3679
C 3.1732 2.3193 0.8521
C 3.5386 2.8610 2.1988
C 1.0871 3.1949 2.4347
N 0.8802 2.8285 1.2287
C -0.1494 3.5385 3.2342
C -0.0607 4.8790 3.9690
C -0.4834 2.4297 4.2346
H 2.8721 -3.7514 -1.6742
H 3.1963 -2.1554 -0.9676
H 3.9266 -2.6037 -2.5191
H 0.9253 -2.3601 -2.0445
H 2.6810 -2.6816 -4.5234
H 1.0199 -2.0982 -4.6305
H 1.3514 -3.7033 -3.9748
H 3.3888 -0.2805 -4.3096
H 3.2785 2.2704 -3.3811
H 2.6310 3.4808 -1.4638
H 1.2260 5.3002 -1.9734
H -1.3934 5.9280 -2.3674
H -3.3603 2.5586 -1.7282
H -3.5940 5.2244 -3.1841
H -4.7907 3.9287 -3.1488
H -3.2482 3.6762 -3.9622
H -3.4025 3.9019 0.3246
H -4.8729 4.1436 -0.6157
H -3.6004 5.3828 -0.6298
H 3.9141 2.3860 0.0651
H 4.5272 3.2907 2.3308
H -0.9660 3.5803 2.5069
H 0.6816 4.8467 4.7656
H -1.0244 5.0958 4.4260
H 0.1861 5.6954 3.2925
H 0.2406 2.4230 5.0446
H -0.4649 1.4697 3.7273
H -1.4750 2.5809 4.6562
C -4.3785 2.7855 2.8163
Si -4.9101 1.1145 2.0601
C -6.8282 1.1553 1.9529
C -4.4382 -0.3619 3.1748
C -4.2608 0.8315 0.3270
C -5.0892 0.6184 -0.7876
C -4.4981 0.4018 -2.0245
C -3.1230 0.3892 -2.1367
N -2.2791 0.5380 -1.0701
C -2.8818 0.7673 0.1385
S -1.7700 0.9342 1.4315
H -4.6085 2.8359 3.8758
H -4.8716 3.6211 2.3285
H -3.3080 2.9072 2.7056
H -7.2730 1.3011 2.9315
H -7.2233 0.2268 1.5533
H -7.1699 1.9648 1.3158
H -4.6027 -0.1524 4.2273
H -3.3858 -0.5854 3.0337
H -5.0085 -1.2506 2.9162
H -6.1604 0.6510 -0.6785
H -5.1052 0.2738 -2.9111
H -2.6728 0.3073 -3.1118
C 4.1572 -3.4531 6.2056
O 3.8960 -2.9089 4.9426
C 4.2551 -3.6639 3.8415
C 4.9897 -4.8292 3.9261
C 5.3291 -5.5423 2.7727
C 4.9491 -5.0540 1.5381
C 4.2202 -3.8842 1.4392
C 3.8259 -3.1760 2.5849
N 3.1322 -1.9788 2.5424
C 2.0940 -1.5469 1.7032
N 1.5955 -2.5027 0.8873
C 0.3341 -2.7080 0.3092
C -0.5823 -1.7067 -0.1021
C -1.8425 -2.2580 -0.4448
C -2.1381 -3.6061 -0.5138
C -1.1474 -4.5531 -0.2818
C 0.0779 -4.0938 0.1505
O 1.1395 -4.9518 0.4686
C 1.1813 -6.2171 -0.1236
N 1.7201 -0.3174 1.7021
C 2.3370 0.5755 2.5843
C 3.4458 1.3762 1.9909
C 2.4537 3.4490 3.0774
C 2.6501 2.9196 4.4705
C 2.5575 1.6246 4.8166
C 2.1356 0.5697 3.9299
O 1.4104 -0.5209 4.4365
C 1.2840 -0.6562 5.8187
H 3.7467 -2.7543 6.9333
H 5.2323 -3.5658 6.3887
H 3.6718 -4.4273 6.3330
H 5.3155 -5.2140 4.8802
H 5.8943 -6.4594 2.8578
H 5.2277 -5.5769 0.6327
H 3.9722 -3.4979 0.4662
H 3.1365 -1.4835 3.4233
H 2.0195 -3.4026 1.0763
H -2.6797 -1.6052 -0.6606
H -3.1418 -3.9276 -0.7685
H -1.3441 -5.6087 -0.4067
H 2.1845 -6.5967 0.0749
H 1.0221 -6.1686 -1.2064
H 0.4495 -6.9069 0.3108
H 4.3713 0.8061 1.9463
H 2.5870 4.5416 3.1028
H 2.9341 3.6414 5.2273
H 2.7077 1.3637 5.8581
H 0.6835 -1.5522 5.9797
H 0.7716 0.1960 6.2789
H 2.2587 -0.7934 6.3100
C -1.8300 -2.9581 -5.4452
C -2.0803 -2.6264 -3.9789
N -1.1333 -1.6274 -3.5504
C -0.8566 -0.5245 -4.3114
N -0.4771 0.5398 -3.7103
C -0.1352 1.7089 -4.4830
C 0.3829 1.3404 -5.8724
C -0.6541 0.4364 -6.5244
N -0.8830 -0.7228 -5.6902
C -1.8329 -1.6623 -6.2418
H -2.6044 -3.6252 -5.8245
H -0.8621 -3.4472 -5.5531
H -1.9457 -3.5062 -3.3451
H -3.1154 -2.2727 -3.8525
H -1.1279 -1.4184 -2.5531
H 0.6154 2.2756 -3.9273
H -1.0239 2.3525 -4.5733
H 1.3281 0.8029 -5.7632
H 0.5477 2.2322 -6.4805
H -0.3120 0.0802 -7.5059
H -1.5912 1.0005 -6.6777
H -1.5515 -1.8539 -7.2841
H -2.8471 -1.2283 -6.2483

Here are the Mulliken charges for atoms 1 to 99, given in e:
1 Ti 0.70
2 C -1.85
3 C 3.15
4 C -1.99
5 C -0.78
6 C -1.05
7 C -1.17
8 N 0.26
9 N 1.01
10 B -0.46
11 N -0.60
12 C -0.90
13 C -1.37
14 C -0.67
15 N 1.41
16 C 2.13
17 C -1.95
18 C -1.43
19 N 0.87
20 C -0.80
21 C -1.64
22 C -1.00
23 N -0.84
24 C 1.53
25 C -1.91
26 C -1.56
27 H 0.61
28 H 0.24
29 H 0.33
30 H -0.98
31 H 0.37
32 H 0.32
33 H 0.42
34 H 0.57
35 H 0.56
36 H -0.28
37 H 0.56
38 H 0.52
39 H -0.39
40 H 0.38
41 H 0.44
42 H 0.30
43 H 0.03
44 H 0.42
45 H 0.38
46 H 0.83
47 H 0.38
48 H 0.04
49 H 0.31
50 H 0.51
51 H 0.40
52 H 0.54
53 H 0.03
54 H 0.58
55 C -0.31
56 Si 0.65
57 C -1.32
58 C -1.11
59 C 1.13
60 C -0.68
61 C -1.57
62 C 0.43
63 N 0.66
64 C -0.61
65 S -0.15
66 H 0.44
67 H 0.33
68 H -0.43
69 H 0.36
70 H 0.33
71 H 0.31
72 H 0.39
73 H 0.24
74 H 0.31
75 H 0.43
76 H 0.46
77 H 0.20
78 C -1.01
79 O -0.27
80 C 0.32
81 C -0.37
82 C -0.92
83 C -0.91
84 C 0.19
85 C 0.21
86 N 0.50
87 C -0.64
88 N 0.65
89 C -1.46
90 C 1.10
91 C -0.29
92 C -1.06
93 C -0.73
94 C 1.84
95 O -0.43
96 C -1.03
97 N 0.75
98 C 0.02
99 C -0.42

---

[2]
Here is C55H78GeN8O2P3STi as an isolated structure at a distorted geometry from the OMol25 dataset. Energies are from wB97M-V/def2-TZVPD.

Frontier orbital gap (spin up / spin down) (eV): 6.13 / 6.08
Energy (eV): -192652.9696
HOMO (spin up / spin down) (eV): -5.996 / -5.997
Lowest unoccupied orbital energy (spin up / spin down) (eV): 0.14 / 0.08
Multiplicity: 2
Charge: 0
Relative energy (zero: lowest compared OMol25 entry of this formula, charge and spin) (kJ/mol): 65.65

Element x y z (Å)
Ti 0.7833 0.4502 0.6181
C -1.1253 4.3211 -1.2350
C -1.0842 4.5664 0.2777
C 0.1372 5.4146 0.6317
P -1.1463 2.9298 1.1689
C -2.9586 2.6020 0.9476
N -3.4125 1.2675 1.2272
Ge -2.5475 -0.1035 0.0834
N -3.7934 0.0066 -1.4282
C -3.3417 0.1997 -2.7953
P -1.7637 -0.7034 -3.0815
C -2.3073 -2.3253 -3.8188
C -2.7899 -2.4033 -5.2621
C -3.3530 -2.9241 -2.8700
C -1.0394 0.3153 -4.4737
C -1.9714 0.8157 -5.5803
C -0.3273 1.5185 -3.8420
C -5.0885 0.4231 -1.1868
C -5.8620 1.1792 -2.0817
C -7.1533 1.5764 -1.7523
C -7.7118 1.2506 -0.5300
C -6.9619 0.4930 0.3662
C -5.6905 0.0691 0.0336
N -4.8914 -0.7498 0.9216
C -4.8906 -0.2342 2.2516
C -5.5532 -0.7638 3.3361
C -5.5839 -0.0497 4.5380
C -4.9865 1.1958 4.5978
C -4.2793 1.7135 3.5118
C -4.1530 0.9719 2.3368
C -5.0186 -2.1568 0.7353
C -6.2226 -2.8328 0.7415
C -6.2580 -4.2109 0.5555
C -5.0645 -4.8819 0.3454
C -3.8512 -4.2048 0.3153
C -3.7926 -2.8152 0.5187
N -2.6392 -2.0588 0.4852
C -1.4114 -2.8068 0.5600
P -0.0311 -2.0492 1.5123
C 1.1565 -3.4987 1.5496
C 2.1262 -3.5161 0.3644
C 0.5180 -4.8914 1.6525
C -0.5565 -1.8636 3.2916
C -1.8963 -1.1413 3.4046
C -0.5813 -3.1115 4.1729
C -0.8690 3.4524 2.9281
C -0.8701 2.2751 3.9057
C -1.7149 4.6112 3.4567
H -1.9829 3.7210 -1.5424
H -0.2305 3.7864 -1.5631
H -1.1768 5.2725 -1.7726
H -1.9848 5.1246 0.5562
H 0.1319 5.7485 1.6690
H 0.1615 6.3067 -0.0022
H 1.0603 4.8608 0.4606
H -3.1303 2.8024 -0.1194
H -3.5742 3.3405 1.4784
H -3.1771 1.2591 -3.0471
H -4.1196 -0.1525 -3.4827
H -1.4022 -2.9394 -3.7357
H -3.6905 -1.8015 -5.4149
H -3.0446 -3.4398 -5.5063
H -2.0310 -2.0744 -5.9740
H -4.3250 -2.4421 -3.0081
H -3.0765 -2.7886 -1.8220
H -3.4823 -3.9925 -3.0607
H -0.2735 -0.3339 -4.9152
H -2.8037 1.3888 -5.1647
H -2.3908 0.0207 -6.1895
H -1.4231 1.4907 -6.2450
H -1.0574 2.2277 -3.4378
H 0.2598 2.0558 -4.5951
H 0.3264 1.2165 -3.0242
H -5.4545 1.4850 -3.0348
H -7.7188 2.1626 -2.4682
H -8.7112 1.5771 -0.2716
H -7.3631 0.2322 1.3392
H -6.0671 -1.7135 3.2410
H -6.1045 -0.4549 5.3969
H -5.0465 1.7835 5.5075
H -3.8053 2.6808 3.6075
H -7.1407 -2.2728 0.8820
H -7.2006 -4.7437 0.5618
H -5.0687 -5.9533 0.1778
H -2.9544 -4.7656 0.0831
H -0.9737 -3.0527 -0.4233
H -1.5969 -3.7581 1.0568
H 1.7348 -3.3267 2.4604
H 1.6076 -3.7870 -0.5568
H 2.9085 -4.2605 0.5467
H 2.5911 -2.5462 0.2035
H 0.0715 -5.1856 0.7002
H -0.2447 -4.9742 2.4218
H 1.3013 -5.6205 1.8773
H 0.2144 -1.1920 3.6819
H -2.7184 -1.7922 3.1106
H -1.9337 -0.2459 2.7854
H -2.0647 -0.8289 4.4394
H -1.3792 -3.7939 3.8704
H -0.7914 -2.8100 5.2027
H 0.3655 -3.6533 4.1751
H 0.1671 3.8030 2.8613
H -1.8776 1.9021 4.0829
H -0.4571 2.5938 4.8687
H -0.2585 1.4510 3.5481
H -2.7011 4.2759 3.7788
H -1.8603 5.4072 2.7246
H -1.2322 5.0526 4.3339
C 2.6014 3.2517 -2.1414
C 2.2070 2.6826 -0.8066
O 1.3160 1.7867 -0.8090
C 2.8601 3.1406 0.3411
C 2.6792 2.5450 1.5934
C 3.6826 2.7719 2.6823
N 1.6485 1.7502 1.8068
N 1.8620 0.7017 2.7629
C 2.6151 -0.2103 2.1767
O 2.8306 -0.2086 0.9050
C 3.2169 -1.2823 3.0009
C 2.8487 -1.4432 4.3359
C 3.3789 -2.4818 5.0817
C 4.3007 -3.3507 4.5095
C 4.6997 -3.1660 3.1938
C 4.1564 -2.1377 2.4396
H 2.3470 2.5433 -2.9291
H 2.0478 4.1774 -2.3227
H 3.6645 3.4880 -2.1682
H 3.6285 3.8934 0.2313
H 4.0294 3.8045 2.6540
H 3.2658 2.5420 3.6592
H 4.5498 2.1269 2.5149
H 2.1356 -0.7538 4.7707
H 3.0754 -2.6156 6.1124
H 4.7145 -4.1643 5.0923
H 5.4293 -3.8333 2.7518
H 4.4493 -2.0045 1.4074
C 2.5472 -2.2767 -4.4943
N 3.2813 -1.5946 -3.4462
C 4.6404 -1.3124 -3.4796
C 4.9404 -0.6689 -2.3385
N 3.7642 -0.5589 -1.6222
C 2.7387 -1.1306 -2.2887
S 1.1011 -1.2226 -1.8631
H 2.7537 -1.8080 -5.4550
H 1.4872 -2.1966 -4.2692
H 2.8254 -3.3294 -4.5329
H 5.2589 -1.5914 -4.3149
H 5.8743 -0.2760 -1.9751
H 3.6408 -0.2168 -0.6722

Here are the Mulliken charges for atoms 1 to 99, given in e:
1 Ti 1.07
2 C -1.49
3 C 0.01
4 C -1.73
5 P 2.25
6 C -2.53
7 N 0.73
8 Ge 0.25
9 N 0.64
10 C -2.76
11 P 0.58
12 C 0.35
13 C -1.76
14 C -1.45
15 C 1.28
16 C -1.63
17 C -1.43
18 C 0.29
19 C -0.74
20 C -0.78
21 C -1.13
22 C -0.53
23 C 0.07
24 N 1.68
25 C -0.22
26 C 0.14
27 C -1.19
28 C -0.78
29 C -0.78
30 C 0.44
31 C -0.69
32 C 0.09
33 C -1.21
34 C -1.05
35 C -0.32
36 C 0.24
37 N 1.16
38 C -1.85
39 P 0.61
40 C 2.00
41 C -1.51
42 C -2.11
43 C 1.94
44 C -0.80
45 C -2.11
46 C 0.39
47 C -1.11
48 C -1.80
49 H 0.27
50 H 0.01
51 H 0.59
52 H 0.83
53 H 0.31
54 H 0.50
55 H 0.25
56 H 0.17
57 H 0.78
58 H 0.65
59 H 0.68
60 H 0.37
61 H 0.28
62 H 0.48
63 H 0.37
64 H 0.19
65 H 0.10
66 H 0.62
67 H 0.52
68 H 0.20
69 H 0.37
70 H 0.49
71 H 0.10
72 H 0.62
73 H -0.29
74 H 0.52
75 H 0.39
76 H 0.41
77 H 0.50
78 H 0.54
79 H 0.41
80 H 0.42
81 H 0.13
82 H 0.51
83 H 0.42
84 H 0.39
85 H 0.49
86 H 0.05
87 H 1.23
88 H -0.65
89 H 0.46
90 H 0.61
91 H -0.34
92 H 0.37
93 H 0.34
94 H 0.50
95 H -0.57
96 H 0.21
97 H -0.90
98 H 0.86
99 H 0.33

---

Number 1 is which compound? C55H75BN13O3SSiTi

---

Which value of relative energy (zero: lowest compared OMol25 entry of this formula, charge and spin) does entry 1 give? 368.67 kJ/mol

---

Which formula does entry 2 have? C55H78GeN8O2P3STi